ORCA calculation (the ωB97M-V functional and the def2-TZVPD basis) on 2 unconnected molecules or ions with the total composition C5H5N5O2S.

Last column: Löwdin charge in e.
Atoms and positions in Å:
C -1.215 -0.013 -0.586  -0.14
C -2.638 0.093 -0.644  -0.17
C 3.437 -0.288 0.772  -0.07
C 2.395 0.471 0.151  -0.36
C -0.785 1.233 -0.270  -0.08
N -3.002 1.366 -0.572  0.02
N 3.496 -1.442 0.118  0.05
N 1.883 -0.288 -0.808  0.06
N -1.901 2.002 -0.133  -0.05
N 2.579 -1.415 -0.746  -0.09
O 1.688 2.600 1.612  -0.33
O 2.313 2.921 -0.715  -0.31
S 1.677 2.106 0.270  0.78
H -0.530 -0.938 -0.675  0.10
H -3.269 -0.760 -0.910  0.10
H 4.027 0.063 1.597  0.11
H -2.058 2.975 0.036  0.14
H 2.241 -2.286 -1.340  0.23

- energy above the lowest of the compared OMol25 structures with the same formula, charge and spin (kcal/mol) = 119.0
- LUMO energy (alpha / beta) (eV) = -1.9 / -1.8
- total energy (eV) = -27640.562

***

ORCA calculation (the ωB97M-V functional and the def2-TZVPD basis) on a gas-phase ion, C5H10N (charge +1).

Last column: Löwdin charge in e.
Atoms and positions in Å:
C 1.689 -0.013 -0.019  0.02
C 3.159 -0.010 0.091  0.03
C -1.707 -1.299 0.076  -0.07
C -1.402 1.301 0.099  -0.07
C -1.098 -0.064 -0.588  -0.24
N 0.605 -0.069 -0.390  0.25
H 3.705 -0.336 -0.787  0.12
H 3.378 0.950 0.410  0.07
H 3.423 -0.678 0.913  0.11
H -2.727 -0.946 0.163  0.07
H -1.460 -1.344 1.248  0.14
H -1.737 -2.276 -0.479  0.11
H -1.049 1.337 1.167  0.10
H -0.963 2.104 -0.489  0.08
H -2.511 1.409 0.307  0.11
H -1.305 -0.066 -1.724  0.17

- energy above the lowest of the compared OMol25 structures with the same formula, charge and spin (kcal/mol) = 34.4
- charge = +1
- LUMO energy (eV) = -3.5
- total energy (eV) = -6828.710
- SMILES string = CC#[N+]C(C)C

***

ORCA calculation (the ωB97M-V functional and the def2-TZVPD basis) on a molecular structure, C23H36CdP2.

Last column: Löwdin charge in e.
Atoms and positions in Å:
P -0.364 -0.591 -3.042  0.90
P 2.659 -1.025 0.454  0.90
C 1.259 -0.213 -2.236  -0.35
C 1.629 -1.331 -1.220  -0.39
H 1.141 0.720 -1.651  -0.02
H 2.052 -0.045 -2.981  0.03
H 0.740 -1.769 -0.713  0.04
H 2.174 -2.199 -1.664  0.06
C 4.092 -0.069 -0.194  -0.35
H 4.735 0.180 0.665  0.04
H 3.811 0.880 -0.665  -0.03
H 4.762 -0.645 -0.852  0.04
C 3.424 -2.709 0.526  -0.32
H 4.507 -2.657 0.308  0.04
H 2.898 -3.363 -0.181  0.02
H 3.194 -3.038 1.555  0.03
C -1.000 0.583 -4.256  -0.20
H -2.101 0.506 -4.189  0.07
H -0.724 0.346 -5.297  0.05
H -0.676 1.607 -4.000  0.06
C -0.395 -2.179 -3.905  -0.18
H 0.478 -2.830 -3.708  0.06
H -0.476 -2.053 -5.006  0.07
H -1.297 -2.747 -3.615  0.06
Cd 1.783 3.111 -0.810  0.41
C 4.262 0.736 -3.240  -0.18
C 4.534 2.054 -3.154  -0.14
C 4.358 3.042 -4.282  -0.20
C 3.542 2.484 -5.476  -0.19
C 2.203 1.880 -5.108  -0.09
C 2.002 0.551 -5.140  -0.19
C 3.061 -0.516 -5.156  -0.19
C 4.412 -0.137 -4.440  -0.18
C -1.332 -0.449 -1.530  -0.18
H 4.128 0.105 -2.357  0.04
H 5.031 2.458 -2.258  0.09
H 5.351 3.346 -4.669  0.11
H 3.851 3.950 -3.897  0.10
H 3.338 3.360 -6.124  0.12
H 4.165 1.752 -6.048  0.11
H 1.363 2.600 -5.074  0.10
H 1.035 0.161 -5.470  0.06
H 3.329 -0.752 -6.204  0.12
H 2.647 -1.461 -4.739  0.10
H 4.790 -1.129 -4.096  0.12
H 5.088 0.291 -5.207  0.11
H -0.522 -0.536 -0.763  0.03
H -2.092 -1.222 -1.335  0.07
H -1.806 0.544 -1.447  0.08
C 0.841 2.122 1.062  -0.33
C 0.251 1.548 2.040  -0.26
C -0.574 0.957 3.084  -0.28
C -0.661 1.554 4.386  -0.05
C -1.179 0.798 5.467  -0.10
C -1.814 -0.446 5.250  -0.12
C -1.917 -0.937 3.936  -0.12
C -1.434 -0.182 2.844  -0.06
H -0.322 2.589 4.569  0.11
H -1.055 1.170 6.501  0.10
H -2.204 -1.033 6.099  0.10
H -2.347 -1.940 3.772  0.10
H -1.720 -0.453 1.807  0.09

- energy above the lowest of the compared OMol25 structures with the same formula, charge and spin (kcal/mol) = 12.9
- LUMO energy (eV) = -0.1
- total energy (eV) = -47568.506

***

ORCA calculation (the ωB97M-V functional and the def2-TZVPD basis) on a molecular structure, C36H72N4O4Pb.

Last column: Löwdin charge in e.
Atoms and positions in Å:
Pb -29.895 9.398 -24.956  1.60
C -26.358 12.196 -25.580  -0.03
C -26.555 12.004 -27.077  -0.52
C -25.209 11.995 -27.802  -0.16
C -25.118 11.232 -29.137  -0.19
C -25.818 9.905 -29.020  -0.17
C -27.226 9.936 -28.436  -0.51
N -27.238 10.721 -27.225  -0.19
O -28.504 10.778 -26.661  -0.38
C -27.584 8.493 -28.105  -0.06
C -28.242 10.425 -29.508  -0.02
C -27.345 13.172 -27.696  -0.04
H -25.579 12.950 -25.410  0.08
H -26.006 11.254 -25.159  0.06
H -27.279 12.444 -25.059  0.05
H -24.494 11.443 -27.162  0.11
H -24.747 12.984 -27.866  0.11
H -24.064 11.210 -29.409  0.10
H -25.686 11.886 -29.817  0.10
H -25.186 9.223 -28.436  0.11
H -25.865 9.448 -30.016  0.11
H -27.751 7.832 -28.960  0.08
H -28.496 8.403 -27.512  0.04
H -26.777 8.093 -27.484  0.07
H -27.966 10.251 -30.558  0.07
H -28.525 11.469 -29.394  0.06
H -29.151 9.822 -29.433  0.06
H -28.351 13.269 -27.284  0.06
H -27.376 13.116 -28.785  0.06
H -26.849 14.124 -27.453  0.07
C -32.280 13.921 -24.640  -0.04
C -31.149 13.069 -24.049  -0.53
C -30.775 13.626 -22.671  -0.15
C -31.774 13.226 -21.593  -0.20
C -32.103 11.746 -21.621  -0.14
C -32.463 11.148 -23.009  -0.51
N -31.511 11.667 -23.993  -0.22
O -31.624 11.158 -25.302  -0.38
C -33.958 11.427 -23.280  -0.04
C -32.299 9.645 -22.818  -0.07
C -29.880 13.207 -24.876  -0.06
H -32.644 13.428 -25.543  0.08
H -31.932 14.931 -24.888  0.07
H -33.133 14.059 -23.974  0.05
H -30.861 14.723 -22.684  0.11
H -29.766 13.457 -22.282  0.11
H -32.713 13.789 -21.757  0.10
H -31.588 13.592 -20.576  0.10
H -32.952 11.542 -20.962  0.11
H -31.215 11.228 -21.242  0.10
H -34.238 12.464 -23.463  0.05
H -34.561 11.078 -22.440  0.07
H -34.178 10.890 -24.210  0.08
H -32.463 9.222 -23.807  0.04
H -33.103 9.241 -22.193  0.09
H -31.366 9.337 -22.342  0.05
H -30.009 12.922 -25.926  0.07
H -29.172 12.408 -24.617  0.04
H -29.363 14.163 -24.785  0.09
C -33.307 7.933 -27.554  -0.05
C -32.844 6.611 -26.911  -0.52
C -33.535 5.447 -27.621  -0.16
C -32.838 5.028 -28.899  -0.20
C -31.378 4.777 -28.565  -0.16
C -30.704 6.056 -28.049  -0.51
N -31.395 6.445 -26.817  -0.18
O -30.751 7.461 -26.145  -0.43
C -30.520 7.122 -29.119  -0.03
C -29.327 5.569 -27.544  -0.05
C -33.383 6.712 -25.494  -0.05
H -34.355 8.190 -27.375  0.07
H -33.162 8.097 -28.631  0.07
H -32.703 8.739 -27.118  0.08
H -34.614 5.571 -27.775  0.11
H -33.569 4.599 -26.916  0.11
H -32.877 5.803 -29.669  0.09
H -33.262 4.090 -29.279  0.10
H -30.744 4.230 -29.269  0.11
H -31.383 4.092 -27.705  0.11
H -30.319 8.094 -28.668  0.07
H -31.345 7.201 -29.827  0.06
H -29.627 6.886 -29.710  0.07
H -29.394 4.734 -26.855  0.08
H -28.712 6.391 -27.185  0.05
H -28.768 5.244 -28.441  0.08
H -33.144 7.676 -25.067  0.05
H -32.929 5.991 -24.811  0.09
H -34.479 6.704 -25.503  0.08
C -26.719 8.245 -24.628  -0.06
C -26.845 7.628 -23.226  -0.53
C -25.483 7.797 -22.525  -0.16
C -25.273 9.177 -21.959  -0.20
C -26.359 9.475 -20.932  -0.16
C -27.752 9.396 -21.607  -0.52
N -27.871 8.220 -22.413  -0.21
O -29.152 7.961 -22.886  -0.37
C -27.992 10.723 -22.350  -0.05
C -28.751 9.293 -20.442  -0.05
C -27.044 6.124 -23.380  -0.05
H -27.484 7.853 -25.304  0.04
H -25.853 7.819 -25.169  0.08
H -26.533 9.315 -24.675  0.05
H -24.677 7.559 -23.229  0.11
H -25.377 7.079 -21.705  0.11
H -25.164 10.025 -22.642  0.11
H -24.312 9.202 -21.418  0.10
H -26.217 10.494 -20.555  0.11
H -26.293 8.831 -20.050  0.11
H -27.374 10.824 -23.244  0.06
H -27.845 11.594 -21.702  0.08
H -29.036 10.783 -22.679  0.03
H -28.903 8.273 -20.076  0.08
H -29.741 9.578 -20.805  0.05
H -28.432 9.832 -19.545  0.07
H -28.068 5.876 -23.656  0.08
H -26.876 5.664 -22.398  0.07
H -26.319 5.672 -24.061  0.08

- charge = -2
- LUMO energy (eV) = 4.7
- total energy (eV) = -57892.260